Record 1
Computed, not measured: a molecular structure, C22H29BrClF3O7Si2, with ωB97M-V with the def2-TZVPD basis set.

Each line ends with the natural charge from an NBO analysis.
Cartesian coordinates (Å):
C  2.329  -3.024  2.131  -0.660
C  1.376  -4.033  1.208  -0.082
O  0.147  -3.364  0.719  -0.570
C  0.447  -2.571  -0.501  -0.072
C  -0.803  -1.491  -0.763  -0.935
Si  -0.060  0.230  -1.269  1.846
O  -0.185  0.418  -3.038  -1.075
O  -1.011  1.487  -0.491  -1.236
Si  -0.211  2.085  0.983  1.803
Br  1.049  0.431  2.030  -0.329
C  0.814  3.652  0.535  -0.968
C  2.357  3.448  1.127  -0.489
C  3.397  4.619  0.637  0.995
F  4.722  4.326  1.298  -0.360
F  3.023  5.995  1.038  -0.339
F  3.570  4.475  -0.827  -0.346
C  -1.682  2.453  2.233  -0.951
C  -2.444  0.978  2.420  -0.162
C  -2.296  0.426  3.959  -0.656
Cl  -4.235  1.070  1.869  -0.100
H  2.586  -2.106  1.446  0.208
H  3.317  -3.628  2.347  0.230
H  1.762  -2.668  3.094  0.215
H  1.076  -5.016  1.788  0.194
H  2.010  -4.289  0.234  0.196
H  0.537  -3.219  -1.473  0.183
H  1.411  -1.912  -0.418  0.175
H  -1.467  -1.387  0.195  0.257
H  -1.481  -1.838  -1.664  0.243
H  1.347  0.251  -0.896  -0.229
H  -1.144  0.321  -3.335  0.493
H  0.327  4.676  0.889  0.281
H  0.829  3.716  -0.654  0.273
H  2.800  2.422  0.757  0.263
H  2.242  3.498  2.307  0.252
H  -2.408  3.291  1.831  0.300
H  -1.181  2.704  3.260  0.245
H  -1.931  0.182  1.695  0.223
H  -1.757  1.168  4.697  0.222
H  -3.402  0.233  4.351  0.241
H  -1.666  -0.562  3.930  0.234
C  -5.193  5.698  -1.116  -0.234
C  -6.212  5.411  -1.931  -0.222
C  -6.948  4.136  -1.817  0.467
O  -7.879  3.871  -2.564  -0.487
C  -6.515  3.193  -0.767  -0.220
C  -5.496  3.481  0.049  -0.243
C  -4.760  4.755  -0.065  0.490
O  -3.828  5.020  0.682  -0.511
H  -4.642  6.628  -1.186  0.232
H  -6.542  6.092  -2.706  0.234
H  -7.066  2.263  -0.696  0.232
H  -5.166  2.799  0.824  0.245
C  3.810  -6.541  -1.431  -0.225
C  4.152  -7.217  -2.532  -0.222
C  5.044  -6.625  -3.548  0.466
O  5.356  -7.242  -4.558  -0.478
C  5.546  -5.258  -3.299  -0.224
C  5.204  -4.583  -2.198  -0.221
C  4.311  -5.175  -1.182  0.475
O  3.999  -4.558  -0.173  -0.506
H  3.156  -6.960  -0.677  0.234
H  3.793  -8.220  -2.729  0.236
H  6.200  -4.839  -4.054  0.237
H  5.562  -3.579  -2.002  0.234

Output
LUMO: -1.888 eV
Kohn-Sham gap: 7.7627 eV
Highest occupied orbital energy: -9.65 eV
Multiplicity: 1
Total charge: 0
Maximum force: 0.0948 Eh/bohr

Record 2
Computed, not measured: a molecular structure, C22H29F15O12Pb, with ωB97M-V with the def2-TZVPD basis set.

Each line ends with the Mulliken charge.
Cartesian coordinates (Å):
Pb  17.975  -41.714  28.503  3.016
O  19.062  -41.450  30.625  -0.799
C  18.581  -42.524  31.400  -0.400
C  18.335  -43.879  30.701  -0.660
O  17.524  -43.872  29.542  -0.803
H  17.596  -42.149  31.738  -0.055
H  19.242  -42.633  32.270  0.470
H  18.005  -44.627  31.436  0.439
H  19.308  -44.281  30.366  0.112
C  13.354  -43.191  25.855  -1.416
C  13.893  -42.684  27.200  0.629
O  13.703  -41.272  27.253  -0.276
C  14.736  -40.502  27.008  0.452
O  15.874  -40.833  26.868  -0.499
C  14.316  -38.998  27.020  0.691
F  12.991  -38.858  27.040  -0.299
F  14.799  -38.370  28.082  -0.158
F  14.784  -38.376  25.955  -0.248
H  13.505  -44.276  25.884  0.409
H  13.973  -42.853  25.024  0.358
H  12.288  -43.032  25.726  0.365
H  14.871  -43.103  27.429  -0.330
H  13.225  -43.091  27.961  0.224
C  19.570  -36.812  31.206  -1.554
C  18.815  -37.734  30.260  0.549
O  18.996  -37.285  28.904  -0.331
C  18.239  -37.920  28.039  0.211
O  17.567  -38.882  28.224  -0.380
C  18.300  -37.351  26.602  0.824
F  18.668  -38.277  25.732  -0.170
F  17.068  -36.977  26.240  -0.278
F  19.069  -36.268  26.514  -0.268
H  19.205  -36.918  32.227  0.382
H  19.396  -35.767  30.944  0.383
H  20.634  -37.037  31.177  0.351
H  17.747  -37.716  30.474  -0.037
H  19.176  -38.743  30.471  0.104
C  16.685  -46.837  26.903  -1.624
C  16.914  -45.347  26.765  1.066
O  17.239  -44.923  25.426  -0.398
C  17.706  -43.709  25.282  0.201
O  17.954  -42.967  26.191  -0.338
C  18.017  -43.305  23.837  0.804
F  17.689  -44.291  22.991  -0.263
F  17.384  -42.189  23.461  -0.216
F  19.331  -43.050  23.726  -0.249
H  16.465  -47.023  27.956  0.403
H  17.573  -47.410  26.637  0.402
H  15.803  -47.225  26.395  0.364
H  17.663  -44.997  27.476  -0.097
H  15.960  -44.850  26.961  -0.367
C  20.772  -43.857  27.975  -0.484
C  21.382  -42.659  28.665  -0.246
O  22.062  -41.839  27.715  -0.328
C  21.309  -40.969  27.068  0.099
O  20.128  -40.845  27.262  -0.373
C  22.047  -40.219  25.951  0.755
F  21.588  -40.635  24.774  -0.222
F  21.844  -38.914  26.039  -0.238
F  23.358  -40.423  26.000  -0.257
H  20.269  -44.498  28.698  0.189
H  21.601  -44.442  27.569  0.470
H  20.123  -43.556  27.152  -0.177
H  22.127  -42.984  29.395  0.424
H  20.681  -42.132  29.325  0.146
C  14.350  -43.849  32.292  -1.448
C  14.384  -42.867  31.148  0.370
O  14.583  -41.532  31.700  -0.354
C  15.344  -40.682  31.064  0.304
O  15.945  -40.986  30.074  -0.670
C  15.542  -39.335  31.773  0.853
F  15.334  -38.326  30.939  -0.227
F  14.716  -39.214  32.812  -0.279
F  16.781  -39.254  32.249  -0.254
H  15.345  -43.962  32.717  0.289
H  14.074  -44.799  31.830  0.405
H  13.641  -43.587  33.076  0.370
H  13.516  -42.813  30.495  0.306
H  15.296  -43.092  30.586  -0.116

Output
LUMO: 0.346 eV
Kohn-Sham gap: 7.9219 eV
Highest occupied orbital energy: -7.58 eV
Multiplicity: 1
Energy above the lowest of the compared OMol25 structures with the same formula, charge and spin: 0.7553 eV
Total charge: 0
Maximum force: 0.0482 Eh/bohr

Record 3
Computed, not measured: a molecular structure, C22H29IrN4O3S2, with ωB97M-V with the def2-TZVPD basis set.

Each line ends with the Mulliken charge.
Cartesian coordinates (Å):
Ir  0.027  -0.813  0.074  1.929
C  2.315  -3.825  3.306  -1.517
C  1.737  -3.345  1.967  0.981
C  0.808  -4.392  1.361  -1.570
C  1.082  -1.998  2.158  0.441
C  -0.319  -1.809  2.096  -0.732
C  -0.882  -0.516  2.290  -1.272
C  -0.077  0.595  2.565  1.206
C  -0.654  1.962  2.753  -1.658
C  1.314  0.384  2.635  -0.678
C  1.872  -0.870  2.439  -0.429
H  2.785  -4.799  3.175  0.444
H  1.523  -3.930  4.051  0.394
H  3.065  -3.139  3.701  0.376
H  2.567  -3.182  1.272  0.064
H  0.001  -4.661  2.047  0.397
H  1.370  -5.301  1.155  0.458
H  0.368  -4.049  0.419  0.218
H  -0.980  -2.661  2.003  0.538
H  -1.960  -0.405  2.271  0.446
H  -0.132  2.685  2.123  0.325
H  -0.530  2.277  3.792  0.431
H  -1.716  1.987  2.513  0.406
H  1.963  1.230  2.837  0.459
H  2.948  -0.989  2.493  0.566
N  -4.010  6.098  0.300  -0.450
C  -3.232  5.055  -0.059  1.061
C  -1.874  5.261  -0.390  -0.892
C  -1.085  4.208  -0.775  -0.565
C  -1.629  2.922  -0.826  0.098
C  -2.968  2.696  -0.503  -0.422
C  -3.761  3.751  -0.119  -0.942
S  -0.610  1.641  -1.395  1.301
O  0.513  1.480  -0.420  -0.787
O  -0.199  1.816  -2.753  -0.669
N  -1.436  0.264  -1.120  0.003
C  -1.590  -0.690  -2.132  0.270
N  -2.267  -0.496  -3.236  -0.506
C  -2.311  -1.534  -4.075  -0.247
C  -1.696  -2.754  -3.805  -0.772
C  -1.016  -2.864  -2.611  -0.094
N  -0.969  -1.824  -1.774  -0.126
H  -3.648  7.034  0.327  0.198
H  -4.982  5.972  0.517  0.201
H  -1.463  6.263  -0.352  0.332
H  -0.049  4.376  -1.048  0.472
H  -3.378  1.697  -0.571  0.444
H  -4.804  3.588  0.123  0.329
H  -2.869  -1.380  -4.992  0.459
H  -1.752  -3.581  -4.497  0.412
H  -0.509  -3.772  -2.310  0.479
C  2.902  0.273  -2.809  -0.865
S  3.014  -0.207  -1.098  0.711
C  4.456  -1.251  -1.188  -1.159
O  1.874  -1.260  -0.913  -0.682
H  2.870  -0.625  -3.425  0.345
H  3.778  0.880  -3.045  0.482
H  1.998  0.869  -2.931  0.162
H  5.308  -0.637  -1.483  0.472
H  4.273  -2.044  -1.911  0.369
H  4.628  -1.662  -0.195  0.354

Output
LUMO (alpha / beta): -5.516 / -8.444 eV
Kohn-Sham gap (alpha / beta): 7.4635 / 4.5292 eV
Highest occupied orbital energy (alpha / beta): -12.98 / -12.97 eV
Multiplicity: 5
Total charge: +2
Maximum force: 0.0204 Eh/bohr

Record 4
Computed, not measured: a single C22H29N3O5S molecule, with ωB97M-V with the def2-TZVPD basis set.

Each line ends with the natural charge from an NBO analysis.
Cartesian coordinates (Å):
C  -1.503  -0.655  4.600  -0.617
H  -0.558  -1.186  4.518  0.214
H  -2.202  -1.274  5.157  0.212
H  -1.333  0.260  5.164  0.209
C  -2.076  -0.317  3.225  -0.197
C  -3.383  0.459  3.381  -0.607
H  -4.076  -0.097  4.009  0.206
H  -3.197  1.429  3.834  0.222
H  -3.852  0.625  2.414  0.214
H  -2.302  -1.242  2.682  0.181
C  -1.063  0.520  2.423  -0.153
N  -1.586  0.918  1.126  -0.650
C  -2.024  2.171  0.897  0.697
O  -2.189  2.989  1.781  -0.641
C  -2.284  2.565  -0.563  -0.317
C  -2.721  1.442  -1.524  -0.417
C  -1.772  1.319  -2.720  -0.234
N  -0.381  1.219  -2.326  -0.681
S  0.143  -0.332  -1.983  2.336
O  -0.210  -0.709  -0.631  -0.989
O  -0.341  -1.185  -3.027  -0.938
C  1.908  -0.130  -2.118  -0.335
C  2.678  0.204  -1.020  -0.216
C  4.042  0.385  -1.191  -0.157
C  4.614  0.226  -2.442  -0.204
C  3.830  -0.115  -3.534  -0.217
C  2.466  -0.291  -3.371  -0.173
H  1.822  -0.564  -4.191  0.242
H  4.280  -0.243  -4.507  0.221
H  5.678  0.365  -2.569  0.218
H  4.654  0.648  -0.342  0.214
H  2.226  0.308  -0.045  0.272
C  0.082  2.223  -1.374  -0.240
C  -1.000  3.249  -1.062  -0.402
H  -0.634  3.930  -0.292  0.244
H  -1.218  3.839  -1.954  0.208
H  0.960  2.721  -1.804  0.207
H  0.393  1.730  -0.449  0.217
H  -1.877  2.180  -3.387  0.200
H  -1.988  0.415  -3.290  0.243
H  -2.763  0.481  -1.009  0.212
H  -3.724  1.647  -1.902  0.223
H  -3.063  3.333  -0.510  0.239
H  -1.311  0.313  0.359  0.437
C  0.293  -0.146  2.142  0.708
O  1.292  0.524  1.955  -0.651
N  0.303  -1.493  2.135  -0.612
H  -0.571  -1.986  2.051  0.404
C  1.482  -2.265  1.802  -0.284
C  1.404  -2.845  0.425  0.338
C  2.308  -2.892  -0.593  -0.338
C  1.659  -3.548  -1.668  -0.312
C  0.414  -3.853  -1.219  0.097
O  0.254  -3.442  0.049  -0.424
H  -0.419  -4.334  -1.689  0.206
H  2.066  -3.756  -2.636  0.229
H  3.309  -2.512  -0.580  0.231
H  1.583  -3.068  2.545  0.209
H  2.347  -1.603  1.869  0.248
H  -0.866  1.448  2.978  0.251

Output
LUMO: 0.522 eV
Kohn-Sham gap: 8.9835 eV
Highest occupied orbital energy: -8.46 eV
Multiplicity: 1
Energy above the lowest of the compared OMol25 structures with the same formula, charge and spin: 1.2094 eV
Total charge: 0
Maximum force: 0.0209 Eh/bohr
Structure (SMILES): CC(C)[C@H](NC(=O)C1CCN(S(=O)(=O)c2ccccc2)CC1)C(=O)NCc1ccco1